Arrangement 1

The following is a DFT calculation (ωB97M-V with the def2-TZVPD basis set) of the molecule C6H8N2O.

Computed properties:
**HOMO-LUMO gap (spin up / spin down)**: 9.472 / 6.974 eV
**HOMO level (spin up / spin down)**: -9.041 / -7.695 eV
**Lowest unoccupied orbital energy (spin up / spin down)**: 0.43 / -0.72 eV

ORCA input file:
```
! wB97M-V def2-TZVPD RIJCOSX def2/J DEFGRID3
* xyz 0 1
C -2.973 -0.359 -0.076
C -2.182 0.779 -0.014
C -0.974 -1.055 0.030
C 1.570 0.339 -0.240
C 0.395 1.055 0.376
C 1.959 -0.851 0.501
N -2.149 -1.466 -0.123
N -0.823 0.291 0.118
O 2.555 -1.861 -0.213
H -3.999 -0.373 -0.199
H -2.314 1.788 -0.176
H 1.143 -0.029 -1.244
H 2.536 1.063 -0.398
H 0.526 1.342 1.445
H 0.408 2.100 -0.209
H 2.340 -0.716 1.463
H 1.982 -2.047 -1.042
*
```


Arrangement 2

The following is a DFT calculation (ωB97M-V with the def2-TZVPD basis set) of a structure of composition C6H8N2O.

Computed properties:
**HOMO-LUMO gap**: 8.537 eV
**HOMO level**: -8.047 eV
**Lowest unoccupied orbital energy**: 0.49 eV

ORCA input file:
```
! wB97M-V def2-TZVPD RIJCOSX def2/J DEFGRID3
* xyz 0 1
C 2.877 -0.856 0.940
C 1.556 -0.038 0.805
C -0.635 -0.064 -0.150
C -1.943 -0.439 0.219
C -2.850 0.407 -0.365
C -2.105 1.357 -1.126
H 3.194 -0.877 -0.184
H 3.443 -0.344 1.421
H 2.740 -1.777 1.052
H 0.650 -1.437 -0.400
H -2.101 -1.582 0.823
H -4.004 0.458 -0.303
H -2.264 2.201 -1.893
H 0.280 1.624 -1.380
N 0.545 -0.747 0.220
N -0.771 1.019 -0.963
O 1.388 1.095 1.286
*
```


Most stable: arrangement 2. Least stable: arrangement 1.


Arrangement 1

The following is a DFT calculation (ωB97M-V with the def2-TZVPD basis set) of a structure of composition C6H8N2O.

Computed properties:
**HOMO-LUMO gap**: 8.571 eV
**HOMO level**: -8.939 eV
**Lowest unoccupied orbital energy**: -0.37 eV

ORCA input file:
```
! wB97M-V def2-TZVPD RIJCOSX def2/J DEFGRID3
* xyz 0 1
C 1.854 -1.003 0.047
C 0.846 1.139 -0.412
C -0.729 1.892 0.265
C -1.512 0.620 -0.242
C 0.295 -1.109 -0.346
C -0.101 0.075 0.046
H 1.945 -1.015 1.654
H 3.096 -1.405 -0.619
H 0.823 1.458 -1.596
H -0.554 1.868 1.431
H -1.261 2.655 -0.525
H -1.998 0.660 -1.313
H -2.809 -1.123 0.213
H -0.011 0.043 1.259
N -1.892 -0.663 0.428
N -0.899 -1.791 -0.207
O 2.048 0.544 0.224
*
```


Arrangement 2

The following is a DFT calculation (ωB97M-V with the def2-TZVPD basis set) of a structure of composition C6H8N2O.

Computed properties:
**HOMO-LUMO gap**: 7.874 eV
**HOMO level**: -7.300 eV
**Lowest unoccupied orbital energy**: 0.57 eV

ORCA input file:
```
! wB97M-V def2-TZVPD RIJCOSX def2/J DEFGRID3
* xyz 0 1
C 2.413 0.064 -0.021
C 1.695 0.084 1.275
C -0.632 0.018 0.346
C -2.067 -0.047 0.431
C -2.600 -0.086 -0.820
C -1.535 -0.102 -1.679
H 3.566 -0.087 0.352
H 2.221 0.818 -0.845
H 2.207 -0.830 -0.571
H -0.175 0.221 2.522
H -2.767 -0.022 1.467
H -3.736 -0.016 -1.158
H -1.425 -0.116 -2.795
H 0.643 -0.067 -1.240
N 0.271 0.099 1.331
N -0.373 -0.064 -0.960
O 2.292 0.133 2.366
*
```


Arrangement 3

The following is a DFT calculation (ωB97M-V with the def2-TZVPD basis set) of the molecule C6H8N2O.

Computed properties:
**HOMO-LUMO gap**: 8.985 eV
**HOMO level**: -8.740 eV
**Lowest unoccupied orbital energy**: 0.24 eV

ORCA input file:
```
! wB97M-V def2-TZVPD RIJCOSX def2/J DEFGRID3
* xyz 0 1
C -2.220 0.704 0.668
C -1.420 -0.404 -0.029
C 0.017 -0.441 0.007
C 2.019 -1.094 0.186
C 2.106 0.329 0.014
C 0.429 2.049 -0.287
H -1.872 1.108 1.518
H -3.065 0.234 0.868
H -2.186 1.541 -0.321
H 2.973 -1.876 0.510
H 2.924 0.889 -0.107
H 1.175 2.486 -0.706
H -0.301 2.521 0.607
H -0.286 2.183 -1.259
N 0.820 -1.474 0.190
N 0.815 0.715 -0.089
O -2.048 -1.329 -0.648
*
```


Most stable: arrangement 2. Least stable: arrangement 1.


Arrangement 1

The following is a DFT calculation (ωB97M-V with the def2-TZVPD basis set) of a cluster of 2 separate species, C2H5BrO in total.

Computed properties:
**HOMO-LUMO gap**: 10.297 eV
**HOMO level**: -9.565 eV
**Lowest unoccupied orbital energy**: 0.73 eV

ORCA input file:
```
! wB97M-V def2-TZVPD RIJCOSX def2/J DEFGRID3
* xyz 0 1
C 0.473 -0.544 0.591
C 1.677 -0.530 0.031
O -2.164 0.651 -0.331
Br 1.960 -0.026 -1.859
H -0.407 -0.217 -0.044
H 0.228 -0.889 1.659
H -2.605 1.353 -0.908
H 2.628 -0.874 0.421
H -1.791 1.076 0.441
*
```


Arrangement 2

The following is a DFT calculation (ωB97M-V with the def2-TZVPD basis set) of the molecule C2H5BrO.

Computed properties:
**HOMO-LUMO gap**: 11.358 eV
**HOMO level**: -10.464 eV
**Lowest unoccupied orbital energy**: 0.89 eV

ORCA input file:
```
! wB97M-V def2-TZVPD RIJCOSX def2/J DEFGRID3
* xyz 0 1
C -0.768 0.618 -0.393
C 0.444 0.044 0.286
O 1.154 -1.083 -0.591
Br -0.110 -0.845 1.926
H -0.787 1.623 -0.180
H -0.500 0.412 -1.393
H -1.737 0.139 -0.149
H 1.100 0.944 0.563
H 1.204 -1.852 -0.068
*
```


Most stable: arrangement 2. Least stable: arrangement 1.


Arrangement 1

The following is a DFT calculation (ωB97M-V with the def2-TZVPD basis set) of a cluster of 2 separate species, C3H10NO3 in total.

Computed properties:
**HOMO-LUMO gap**: 8.087 eV
**HOMO level**: -4.023 eV
**Lowest unoccupied orbital energy**: 4.06 eV

ORCA input file:
```
! wB97M-V def2-TZVPD RIJCOSX def2/J DEFGRID3
* xyz -1 1
C -1.011 -1.024 -0.674
O -0.510 -2.086 0.159
C -0.502 0.426 -0.234
C 0.983 0.614 -0.745
O 1.928 0.897 0.457
N -1.211 1.726 -0.812
H -2.125 -1.104 -0.451
H -0.781 -1.134 -1.757
H -0.513 0.460 0.861
H 1.334 -0.276 -1.275
H 1.001 1.479 -1.472
H 1.789 0.138 1.086
H -2.223 1.742 -0.647
H -0.827 2.490 -0.265
H 1.371 -1.273 2.927
H 0.188 -1.772 0.832
O 1.109 -1.305 2.010
*
```


Arrangement 2

The following is a DFT calculation (ωB97M-V with the def2-TZVPD basis set) of a cluster of 2 separate species, C3H10NO3 in total.

Computed properties:
**HOMO-LUMO gap**: 6.222 eV
**HOMO level**: -2.453 eV
**Lowest unoccupied orbital energy**: 3.77 eV

ORCA input file:
```
! wB97M-V def2-TZVPD RIJCOSX def2/J DEFGRID3
* xyz -1 1
N 0.656 0.448 -0.854
C 0.602 -0.540 0.149
C -0.798 -0.988 0.448
O -1.289 -1.631 -0.808
C 1.145 0.017 1.826
O 0.452 -0.630 2.682
H 1.208 1.316 -0.595
H 1.273 0.144 -1.588
H 1.381 -1.470 0.061
H -1.047 -1.814 1.265
H -1.487 -0.130 0.499
H -0.785 -1.220 -1.543
H 2.248 -0.186 1.712
H 0.958 1.132 1.879
H -1.773 1.363 -1.139
H -1.024 2.235 -2.223
O -1.719 1.953 -1.769
*
```


Most stable: arrangement 1. Least stable: arrangement 2.